{
  "formula": "C20H33F3LiN4O2Sb",
  "method": "ωB97M-V/def2-TZVPD",
  "gap_ha": 0.29359,
  "relative_energy_ev": 0.082,
  "e_homo_ev": -8.1,
  "elements": ["Li", "N", "C", "C", "N", "C", "C", "N", "C", "C", "N", "H", "H", "H", "H", "H", "H", "C", "C", "C", "C", "Sb", "C", "C", "C", "C", "C", "C", "C", "C", "H", "H", "H", "H", "H", "H", "H", "H", "H", "H", "H", "H", "H", "H", "H", "H", "H", "H", "H", "H", "H", "H", "H", "H", "H", "H", "H", "F", "C", "F", "F", "C", "O", "O"],
  "positions_angstrom": [[-1.512, 0.590, 0.612], [-3.037, -0.308, 4.172], [-2.434, 0.781, 4.758], [-1.569, 1.266, 3.826], [-1.627, 0.503, 2.692], [-2.519, -0.430, 2.930], [-2.876, -1.391, 1.898], [-2.275, -1.373, 0.732], [-2.876, -2.351, -0.015], [-3.853, -2.958, 0.713], [-3.838, -2.340, 1.941], [-3.760, -0.868, 4.588], [-2.676, 1.098, 5.755], [-0.918, 2.119, 3.900], [-2.584, -2.550, -1.030], [-4.541, -3.748, 0.479], [-4.474, -2.527, 2.695], [3.221, 1.837, 1.030], [2.838, 1.752, -0.448], [4.076, 1.420, -1.270], [2.293, 3.110, -0.890], [1.159, 0.332, -0.540], [0.685, 0.084, -2.676], [-0.346, -1.041, -2.788], [-0.019, 1.387, -3.074], [1.857, -0.195, -3.605], [2.024, -1.556, 0.207], [1.805, -1.495, 1.721], [3.501, -1.784, -0.090], [1.215, -2.728, -0.344], [3.950, 2.643, 1.171], [3.684, 0.914, 1.384], [2.360, 2.055, 1.666], [4.813, 2.221, -1.132], [3.863, 1.357, -2.336], [4.547, 0.488, -0.963], [3.029, 3.887, -0.654], [1.359, 3.371, -0.388], [2.122, 3.144, -1.965], [-1.137, -0.935, -2.041], [0.101, -2.030, -2.686], [-0.819, -0.991, -3.774], [-0.882, 1.598, -2.439], [-0.377, 1.295, -4.105], [0.643, 2.250, -3.036], [2.444, -1.061, -3.287], [2.523, 0.664, -3.682], [1.480, -0.401, -4.613], [2.336, -0.663, 2.185], [2.171, -2.421, 2.179], [0.746, -1.392, 1.969], [4.135, -1.058, 0.421], [3.721, -1.741, -1.158], [3.793, -2.778, 0.269], [0.140, -2.565, -0.257], [1.461, -3.630, 0.228], [1.456, -2.929, -1.389], [-5.995, 2.071, 0.363], [-4.791, 1.507, 0.448], [-4.964, 0.176, 0.218], [-4.402, 1.605, 1.749], [-3.733, 2.123, -0.531], [-4.134, 2.967, -1.307], [-2.584, 1.623, -0.387]]
}

***

{
  "formula": "ClH6N3P",
  "method": "ωB97M-V/def2-TZVPD",
  "gap_ha": 0.42171,
  "relative_energy_ev": 0.284,
  "e_homo_ev": -15.4,
  "smiles": "NP(N)(=[NH2+])Cl",
  "charge": 1,
  "elements": ["N", "P", "N", "N", "Cl", "H", "H", "H", "H", "H", "H"],
  "positions_angstrom": [[-0.071, -1.293, -0.584], [-0.293, 0.113, 0.135], [0.104, 1.076, -1.110], [0.710, 0.366, 1.512], [-2.335, 0.076, 0.629], [-0.132, -1.335, -1.585], [0.001, -2.218, -0.080], [0.489, 2.044, -0.829], [-0.674, 1.264, -1.804], [1.673, 0.059, 1.332], [0.529, -0.151, 2.383]]
}

***

{
  "formula": "C30H52BrN3P2SSr",
  "method": "ωB97M-V/def2-TZVPD",
  "gap_ha": 0.10213,
  "relative_energy_ev": 2.113,
  "e_homo_ev": -11.0,
  "charge": 2,
  "elements": ["N", "C", "C", "C", "C", "C", "C", "Sr", "P", "C", "C", "C", "C", "C", "C", "C", "Br", "H", "H", "H", "H", "H", "H", "H", "H", "H", "H", "P", "C", "C", "H", "H", "H", "H", "H", "C", "C", "H", "H", "H", "H", "H", "C", "C", "H", "H", "H", "H", "H", "C", "C", "H", "H", "H", "H", "H", "C", "C", "H", "H", "H", "H", "H", "C", "C", "H", "H", "H", "H", "H", "C", "C", "N", "C", "S", "N", "C", "C", "H", "H", "H", "H", "H", "H", "H", "H", "H", "H", "H", "H"],
  "positions_angstrom": [[-5.708, 5.039, -4.597], [-5.709, 5.576, -3.381], [-4.720, 5.298, -2.428], [-3.657, 4.404, -2.759], [-3.726, 3.819, -4.056], [-4.764, 4.164, -4.930], [-2.543, 4.104, -1.871], [0.251, 3.087, -0.236], [4.628, 0.012, -0.360], [-1.505, 3.243, -2.278], [-1.634, 1.780, -2.229], [-0.722, 1.000, -2.972], [-0.667, -0.374, -2.797], [-1.558, -1.011, -1.916], [-2.540, -0.243, -1.264], [-2.611, 1.130, -1.433], [1.005, -0.075, -0.291], [-2.469, 4.684, -0.928], [-0.784, 3.620, -3.055], [-4.771, 5.778, -1.449], [-2.962, 3.124, -4.388], [-6.507, 6.281, -3.158], [-4.786, 3.724, -5.922], [0.020, 1.541, -3.573], [-3.352, 1.762, -0.909], [0.133, -0.948, -3.253], [-3.238, -0.756, -0.593], [-1.339, -2.684, -1.257], [4.009, 1.717, -0.200], [5.152, 2.730, -0.397], [3.565, 1.796, 0.803], [3.214, 1.850, -0.951], [4.812, 3.728, -0.093], [6.027, 2.466, 0.212], [5.459, 2.779, -1.451], [4.090, -0.676, -1.980], [5.016, -1.787, -2.509], [4.090, 0.168, -2.687], [3.043, -1.003, -1.856], [4.719, -2.074, -3.527], [6.054, -1.432, -2.555], [4.981, -2.686, -1.882], [3.974, -1.140, 0.921], [5.002, -1.530, 2.000], [3.630, -2.044, 0.396], [3.079, -0.653, 1.331], [4.556, -2.247, 2.702], [5.877, -2.013, 1.548], [5.339, -0.656, 2.577], [-1.189, -2.485, 0.541], [-1.227, -3.820, 1.275], [-1.979, -1.802, 0.895], [-0.227, -1.973, 0.719], [-2.269, -4.166, 1.389], [-0.637, -4.567, 0.718], [-0.788, -3.698, 2.279], [0.107, -3.466, -2.004], [-0.017, -3.634, -3.528], [0.222, -4.449, -1.495], [0.969, -2.835, -1.724], [-0.816, -4.340, -3.786], [-0.210, -2.688, -4.048], [0.920, -4.048, -3.921], [-2.860, -3.582, -1.646], [-4.161, -3.073, -1.012], [-2.681, -4.632, -1.371], [-2.944, -3.537, -2.746], [-4.456, -2.100, -1.424], [-4.960, -3.787, -1.259], [-4.106, -2.996, 0.086], [1.754, 2.065, 6.306], [0.448, 1.645, 5.665], [0.637, 1.603, 4.177], [-0.368, 1.097, 3.392], [-1.071, 1.992, 2.067], [-0.822, -0.135, 3.704], [0.045, -1.197, 4.282], [-0.742, -2.044, 5.267], [2.565, 1.373, 6.045], [1.654, 2.071, 7.394], [2.049, 3.070, 5.997], [0.138, 0.659, 6.015], [-0.348, 2.362, 5.927], [0.951, 2.516, 3.834], [-1.562, -0.468, 3.086], [0.437, -1.823, 3.463], [0.894, -0.699, 4.752], [-1.444, -2.710, 4.755], [-0.049, -2.667, 5.849], [-1.305, -1.410, 5.966]]
}